[1]
DFT (ωB97M-V/def2-TZVPD) results for C33H81AsCl2F6N5O14Zn as an isolated structure.

The geometry in ORCA input format:
```
! wB97M-V def2-TZVPD RIJCOSX def2/J DEFGRID3
* xyz 1 1
H 8.435 4.426 0.291
H 1.692 -5.959 -3.015
H -2.018 1.219 -1.075
H -0.544 2.933 -3.464
H -3.074 1.173 2.844
H -3.233 -0.605 3.222
H -4.050 -4.831 1.002
C 4.285 4.887 4.479
H -3.983 -3.538 -2.225
F 1.045 0.320 -0.714
H -1.083 -5.586 -1.876
O -2.402 0.494 4.701
C -3.860 -7.175 1.811
H -4.434 0.454 5.071
H 3.855 -3.484 1.383
H 0.532 2.539 2.252
H -4.261 1.476 -4.466
H 0.182 3.043 -4.988
O -2.796 0.199 -3.671
O 5.279 3.768 -1.574
H -3.280 -4.213 -3.724
H -2.449 1.396 7.205
C -3.446 1.450 -3.731
H 0.852 3.833 1.145
F 0.771 -2.030 -1.238
H 5.283 4.971 4.913
H -2.710 2.186 -4.044
H -1.051 -4.350 -0.871
O 2.265 3.472 2.665
H 3.907 -4.120 -3.145
H 3.755 5.827 4.631
H 1.910 1.214 -3.912
C -2.269 -3.516 2.691
Cl 4.049 -5.748 0.556
C -1.068 -0.689 -6.809
H -1.852 -1.326 -7.209
H -1.648 0.139 2.860
C 8.209 4.422 -0.781
H 2.911 1.809 -1.150
H -3.604 2.074 5.163
H -3.726 -0.674 -2.082
C 0.940 3.556 2.207
N 5.233 5.607 2.345
C 0.820 1.281 -3.868
C 4.585 -4.087 0.858
C -2.079 -4.042 1.272
F -0.826 -0.921 0.221
F 2.604 -1.194 0.282
N -2.237 -2.978 0.246
H 2.873 -5.449 -1.764
H -1.892 1.778 0.654
H -1.470 -1.192 -2.459
O 4.612 2.164 -0.160
F 0.872 -0.204 1.697
H 2.617 2.268 0.465
H -2.020 -2.413 -1.569
C -3.205 -0.623 7.263
H -3.835 8.423 -0.364
H 0.523 0.894 -2.897
H 1.132 -4.474 -0.371
C -2.433 4.193 -0.029
H 9.093 4.780 -1.302
H -0.601 2.125 -0.503
O -2.139 4.163 1.132
H 0.303 4.183 2.836
H -0.326 -0.522 -7.584
H -4.608 -0.840 -3.609
C 0.227 -0.768 -4.816
H -3.810 6.342 0.868
H 3.006 3.508 -0.704
C -3.095 6.463 0.050
H -4.752 -3.217 -3.730
H 2.912 -3.915 -4.649
H 5.120 5.543 1.332
H 0.540 -7.370 -0.840
O -0.419 -1.406 -5.746
C -3.604 -0.826 -3.169
C 0.413 2.738 -3.962
C 3.003 4.661 2.356
H -4.843 -6.689 1.847
C -3.768 -3.343 -3.277
O 1.910 -3.934 -2.775
O -2.817 -6.217 1.842
C -3.012 -5.193 0.935
H -2.539 -1.969 -4.500
O 0.250 0.513 -4.962
H 3.728 4.119 5.020
H -2.460 -1.162 6.675
O -3.050 5.187 -0.653
H 3.206 -2.562 -3.574
C -1.675 1.987 -0.387
O 0.769 -1.375 -3.908
H -3.776 -7.827 2.676
H 2.449 5.572 2.603
H -1.046 -4.425 1.283
H 5.530 -4.127 1.382
H -4.182 -1.095 7.114
H -3.314 -3.227 2.867
H -2.769 -5.502 -0.096
H -4.653 2.363 7.223
C -3.532 0.997 5.377
C 3.263 2.503 -0.377
H 6.207 5.337 2.477
C -2.871 -2.131 -3.475
H -1.522 0.217 -6.427
H -2.836 7.762 -1.671
H -0.197 -6.386 0.446
C -3.579 7.514 -0.907
H 8.651 2.317 -0.893
O 6.722 2.528 -0.371
H -4.361 1.447 8.520
H -3.867 1.708 -2.754
C 4.380 4.569 2.985
C 0.798 -5.215 -1.106
Cl 4.948 -3.279 -0.690
C 3.048 -3.637 -3.603
C -3.325 0.832 6.865
F 0.800 -2.577 1.064
H -3.819 -7.793 0.904
H 1.179 3.381 -3.544
H 7.373 5.092 -0.962
H 1.521 -6.562 0.416
As 0.909 -1.074 0.241
H -1.589 -2.709 2.960
H -3.197 -2.640 0.389
H -1.688 -2.166 0.552
H -4.452 7.206 -1.486
H 4.759 3.552 2.841
N -1.683 -2.196 -2.538
C 7.837 2.995 -1.143
H 7.670 2.910 -2.220
N -4.553 1.394 7.523
O -2.310 3.187 -0.891
C 1.877 -5.282 -2.173
C -2.618 0.300 3.330
H -2.117 6.702 0.465
H -2.946 -0.801 8.309
C 0.654 -6.467 -0.233
Zn 0.108 -3.180 -2.868
H 3.073 4.607 1.254
H -2.096 -4.318 3.415
C 5.517 2.908 -0.788
N -0.524 -4.761 -1.651
*
```

Results
* HOMO energy: -10.57 eV
* largest force on an atom: 0.0448 Eh/bohr
* energy above the lowest of the compared OMol25 structures with the same formula, charge and spin: 0.0 kJ/mol

[2]
DFT (ωB97M-V/def2-TZVPD) results for a 13-piece molecular cluster, C33H81N9O15 overall.

The geometry in ORCA input format:
```
! wB97M-V def2-TZVPD RIJCOSX def2/J DEFGRID3
* xyz 6 1
H -24.961 -5.361 0.675
H -25.183 -8.664 -1.200
H -20.150 -9.388 -9.376
O -25.438 -6.633 -2.779
O -26.806 1.709 -0.769
H -22.356 -4.336 4.992
H -28.949 2.854 -3.827
H -26.885 -8.629 -1.297
C -26.101 -7.647 -2.812
H -25.936 -4.376 -5.527
H -17.972 -9.713 -10.481
H -23.865 -3.662 5.260
O -16.438 -5.796 -1.759
H -20.061 -2.597 -2.986
H -17.959 -10.042 -8.804
N -21.283 3.438 -15.663
H -23.796 -6.602 1.038
H -19.631 7.314 2.145
H -22.868 1.826 -13.075
H -21.432 -7.619 -6.761
C -22.574 1.883 -14.126
C -16.394 -6.080 0.599
O -27.105 -7.871 -3.833
H -26.274 -3.772 -10.886
H -21.485 -6.521 -5.329
H -28.107 0.146 1.666
H -18.746 -5.655 -1.481
C -23.177 -3.821 4.445
H -22.262 1.962 -16.774
H -20.631 1.421 -16.279
C -27.110 1.298 0.357
H -27.330 5.845 -6.746
H -25.140 -6.408 2.252
H -21.915 -0.943 -2.185
H -21.535 4.285 -16.110
H -20.752 2.450 -17.623
O -24.830 -2.998 -7.511
C -15.116 -6.665 -5.561
H -20.217 -11.131 1.898
N -20.819 -2.195 -3.465
H -22.647 -1.258 -5.661
C -21.236 2.276 -16.652
H -23.424 1.658 -14.783
H -25.609 2.380 1.367
N -26.533 -3.906 -8.725
C -25.998 -8.769 -1.888
H -18.660 2.737 3.251
C -25.798 -4.089 -9.953
H -24.198 -5.501 3.911
H -21.901 -0.062 -4.500
C -20.993 -7.343 -5.819
N -15.731 -5.460 -4.951
H -21.236 -0.294 -6.122
H -19.803 4.886 4.835
H -20.785 5.982 1.762
H -28.649 5.406 -4.230
H -16.828 -5.359 1.255
C -19.940 -7.457 -10.130
C -20.157 6.470 2.514
H -29.284 -0.338 -1.030
H -21.064 -8.170 -5.167
O -26.036 3.884 -4.451
C -19.491 3.136 3.866
N -23.828 -4.642 3.503
O -18.175 5.208 2.173
H -14.353 -6.277 -6.225
H -16.447 -2.129 -5.486
H -16.591 -5.622 -4.371
H -27.112 -5.136 -6.614
H -16.638 -6.963 1.150
H -17.643 -2.993 -6.315
C -19.498 -7.098 -6.024
C -24.496 -5.865 1.514
O -23.015 -3.970 1.498
N -27.809 5.190 -4.790
H -29.866 1.201 -0.181
H -17.234 -8.411 -9.316
H -22.827 -1.863 -3.396
H -19.184 -6.254 -4.245
N -28.076 0.448 0.693
H -22.094 -2.648 -1.897
H -27.397 1.734 -3.924
H -15.129 -4.959 -4.295
O -15.554 -4.573 -7.058
O -18.357 -5.809 -0.595
H -19.656 2.548 4.773
H -24.880 -3.552 -9.670
C -26.584 -4.216 -6.414
C -29.336 0.234 -0.032
O -18.881 -7.325 -7.085
H -14.692 -7.318 -4.812
C -19.097 5.457 2.823
C -18.015 -9.181 -9.511
C -17.006 -5.858 -0.695
O -22.516 4.322 -13.886
O -18.753 -6.548 -5.038
H -19.460 -8.251 -8.270
C -27.199 3.793 -4.550
H -20.827 -7.624 -12.018
H -17.450 -3.382 -4.634
C -23.702 -4.786 2.153
H -27.546 -8.631 -3.362
H -28.368 2.312 -5.329
H -22.855 -2.897 3.959
H -20.816 6.594 3.353
O -19.530 -1.964 -5.333
N -19.186 4.530 4.081
C -21.665 -0.818 -5.280
H -21.967 -7.181 -10.873
H -28.784 4.681 -6.661
H -18.205 4.585 4.427
C -28.227 5.549 -6.225
O -19.277 -6.486 -10.019
H -21.764 1.196 -14.385
H -20.342 3.642 -15.360
C -28.036 2.550 -4.360
C -16.072 -4.343 -6.008
H -27.354 -4.578 -8.587
H -26.955 2.104 2.308
H -28.960 6.361 -6.230
C -20.613 -1.705 -4.764
H -15.303 -6.011 0.581
N -19.518 -8.614 -9.257
C -21.142 -7.809 -10.960
C -25.882 -3.619 -7.570
C -22.226 3.318 -14.440
H -27.312 -3.446 -6.119
H -29.943 -0.325 0.669
H -15.814 -7.250 -6.211
H -25.908 -9.744 -2.355
H -27.059 5.778 -4.401
H -20.385 3.103 3.222
H -25.581 -5.193 -9.924
C -26.331 1.620 1.565
C -21.991 -1.934 -2.709
H -21.308 -8.843 -10.786
C -16.900 -3.114 -5.537
H -25.791 0.668 1.937
*
```

Results
* HOMO energy: -17.69 eV
* largest force on an atom: 0.0727 Eh/bohr

[3]
DFT (ωB97M-V/def2-TZVPD) results for C33H84CuKN4O12 as an isolated structure.

The geometry in ORCA input format:
```
! wB97M-V def2-TZVPD RIJCOSX def2/J DEFGRID3
* xyz 1 2
H 14.989 -22.352 -3.872
H 19.511 -25.235 -7.279
H 16.277 -20.650 -4.453
H 20.217 -24.255 -2.665
H 19.783 -21.265 -5.094
H 16.645 -17.568 0.753
H 20.413 -23.489 -5.059
K 15.211 -26.093 0.015
H 9.538 -22.464 3.448
C 17.295 -22.692 0.253
H 10.459 -22.962 -1.361
H 14.262 -25.402 8.241
C 10.970 -22.541 -0.496
C 10.416 -22.013 3.911
C 13.958 -25.589 7.211
H 11.019 -22.854 4.254
H 12.967 -22.291 0.496
H 18.612 -22.308 1.956
C 16.824 -21.378 -3.855
H 20.482 -18.989 3.257
O 10.956 -21.139 2.901
C 14.708 -23.405 6.547
H 12.801 -22.584 5.145
H 14.160 -20.473 3.456
H 17.920 -24.483 -7.541
H 23.652 -21.831 0.195
H 11.808 -24.426 0.232
H 16.244 -20.915 0.824
O 17.940 -21.680 -4.602
H 22.976 -25.070 0.494
C 18.201 -27.732 -2.937
C 19.917 -21.062 4.653
H 11.776 -19.960 4.296
H 14.500 -22.760 -8.305
H 14.009 -23.382 -5.850
C 20.983 -19.887 2.893
H 23.489 -21.853 -2.544
H 15.613 -22.264 4.885
C 18.660 -22.183 0.874
C 16.032 -22.654 -3.971
H 19.540 -21.009 -3.412
H 19.994 -26.817 -3.573
H 9.984 -21.556 4.802
H 20.455 -20.234 2.005
H 19.003 -21.128 4.062
H 22.713 -27.392 1.150
C 15.307 -22.988 -7.609
H 17.182 -22.335 -0.771
C 12.117 -20.511 3.419
H 16.778 -29.115 -5.537
C 19.279 -26.629 -2.772
C 22.425 -21.896 -2.310
C 19.064 -20.861 -4.381
C 15.833 -17.139 1.339
H 23.198 -27.195 -0.509
C 23.212 -20.858 0.413
H 17.653 -29.863 -4.235
N 18.467 -25.380 -2.970
H 21.781 -22.098 -3.166
H 18.794 -21.136 0.602
H 18.951 -23.317 -3.344
O 16.194 -15.918 1.768
H 23.177 -19.406 3.186
O 12.603 -24.167 -0.239
C 22.430 -19.611 2.418
H 24.032 -20.269 0.001
H 22.387 -18.821 1.668
H 16.453 -22.732 -9.776
H 15.661 -21.223 -9.622
H 21.485 -19.603 -0.102
H 13.107 -22.574 -1.267
C 14.935 -22.893 -6.152
H 16.992 -21.134 -2.806
H 21.589 -27.647 -0.095
H 18.771 -19.835 -4.604
N 16.038 -23.407 -5.250
O 17.298 -24.103 0.289
H 10.625 -22.979 0.440
H 23.825 -20.942 2.252
H 18.678 -28.590 -2.464
H 16.244 -22.118 2.125
H 21.178 -21.246 -0.127
C 22.396 -26.974 0.195
H 15.098 -18.984 2.033
H 12.306 -19.714 2.700
N 22.896 -20.862 1.864
O 20.918 -25.126 0.734
O 17.773 -27.797 -4.313
H 14.760 -21.835 -5.959
C 16.505 -21.790 -9.230
H 20.384 -25.248 -5.169
H 18.047 -25.096 -2.096
H 10.730 -21.481 -0.591
C 17.046 -28.993 -4.487
H 17.338 -27.537 -2.300
H 16.230 -23.384 -3.186
H 17.435 -21.372 -9.615
H 19.142 -23.384 -7.321
H 16.252 -18.301 3.207
O 13.580 -24.362 6.531
C 18.870 -24.394 -7.015
H 13.243 -26.387 7.414
C 13.430 -21.275 3.562
H 14.655 -17.678 3.149
O 22.002 -20.694 -1.806
H 14.419 -22.661 7.290
H 15.393 -15.523 2.120
C 16.102 -21.971 1.054
H 16.843 -22.936 -5.638
N 13.520 -21.934 4.862
C 15.447 -18.067 2.510
Cu 18.815 -25.391 1.305
C 14.714 -22.858 5.049
H 22.254 -22.712 -1.609
C 19.815 -24.376 -4.849
H 14.578 -23.648 4.310
O 18.590 -24.442 -5.598
H 15.724 -23.763 6.709
H 14.801 -26.018 6.670
O 21.019 -20.990 3.814
H 15.112 -22.379 0.852
C 19.388 -24.316 -3.369
H 15.640 -23.996 -7.857
H 19.846 -20.272 5.401
O 16.320 -22.032 -7.869
H 13.629 -21.844 2.654
C 12.511 -22.764 -0.374
H 14.958 -17.084 0.691
C 21.970 -20.540 -0.376
C 22.088 -25.515 0.045
H 16.112 -28.845 -3.944
H 20.115 -21.967 5.226
H 22.046 -25.142 -0.979
H 19.824 -26.566 -1.830
H 19.532 -22.651 0.419
*
```

Results
* HOMO energy (alpha / beta): -10.20 / -10.20 eV
* largest force on an atom: 0.0633 Eh/bohr